Computed, not measured: a molecular structure, C3H4HgO3 at a distorted geometry, with wB97M-V/def2-TZVPD.

Last column: Mulliken charge in e.
Element x y z (Å)
Hg 3.110 -0.218 0.349  0.60
O 1.039 1.128 0.158  -0.73
O -1.041 0.425 0.354  -0.23
O 0.686 -1.041 0.359  -0.70
C 0.278 0.144 0.325  0.92
C -3.351 -0.048 -0.169  -1.07
C -1.931 -0.418 -0.308  -0.05
H -3.830 0.283 -1.099  0.28
H -1.522 -0.988 -1.147  0.42
H -2.883 -1.084 0.604  0.28
H -3.657 0.594 0.668  0.28

HOMO level (alpha / beta): -0.2412 / -0.3576 Ha
Relative energy (zero: lowest compared OMol25 entry of this formula, charge and spin): 55.2 kcal/mol
E_LUMO (alpha / beta): 0.08 / -3.34 eV
Multiplicity: 3
Gap between HOMO and LUMO (alpha / beta): 6.646 / 6.392 eV
Electronic energy: -13487.5977 eV
Strongest force on any atom: 2.2 eV/A

Computed, not measured: a molecular structure, C3H4HgO3 at a distorted geometry, with wB97M-V/def2-TZVPD.

Last column: Mulliken charge in e.
Element x y z (Å)
Hg 2.753 -1.141 0.462  0.86
O 2.723 1.109 -0.160  -0.51
O 0.655 -0.805 0.092  -0.55
O 0.847 2.438 -0.483  -0.29
C 1.772 1.755 -0.357  0.88
C -1.652 -0.258 -0.195  -0.81
C -0.516 -1.031 0.362  0.15
H -1.695 -0.494 -1.276  0.29
H -1.547 0.794 0.114  0.30
H -2.582 -0.597 0.289  0.33
H -0.758 -1.770 1.152  0.35

Charge: +1
HOMO level (alpha / beta): -0.5074 / -0.5793 Ha
Relative energy (zero: lowest compared OMol25 entry of this formula, charge and spin): 0.0 kcal/mol
E_LUMO (alpha / beta): -4.32 / -6.98 eV
Multiplicity: 2
Gap between HOMO and LUMO (alpha / beta): 9.489 / 8.779 eV
Electronic energy: -13484.9045 eV
Strongest force on any atom: 2.2 eV/A

Computed, not measured: a molecular structure, C3H4HgO4 at a distorted geometry, with wB97M-V/def2-TZVPD.

Last column: Mulliken charge in e.
Element x y z (Å)
Hg 3.219 -0.857 0.387  0.50
O 1.933 -0.955 -1.055  -0.62
O 0.477 0.716 -0.732  -0.27
O 2.656 0.902 -0.259  -0.66
O -2.737 -0.229 0.645  -0.44
C -1.651 0.648 0.338  -0.31
C 1.714 0.284 -0.855  0.81
C -0.464 -0.110 -0.006  0.05
H -1.470 1.318 1.196  0.24
H -3.487 0.021 0.106  0.33
H -0.672 -0.974 -0.651  0.23
H 0.480 -0.764 0.886  0.13

HOMO level (alpha / beta): -0.3523 / -0.2995 Ha
Relative energy (zero: lowest compared OMol25 entry of this formula, charge and spin): 62.6 kcal/mol
E_LUMO (alpha / beta): -1.53 / -1.31 eV
Multiplicity: 1
Gap between HOMO and LUMO (alpha / beta): 8.054 / 6.835 eV
Electronic energy: -15533.0789 eV
Strongest force on any atom: 11.6 eV/A

Computed, not measured: a molecular structure, C3H4HgO4 at a distorted geometry, with wB97M-V/def2-TZVPD.

Last column: Mulliken charge in e.
Element x y z (Å)
Hg 0.932 -4.666 0.613  0.90
O -1.643 1.871 1.147  -0.48
O -0.734 2.655 -0.763  -0.41
O 0.679 -2.345 -0.239  -0.45
O -0.753 0.531 -0.445  -0.27
C 0.979 -1.149 -0.506  -0.15
C 0.078 -0.275 0.315  -0.03
C -1.105 1.716 0.084  0.67
H 2.022 -0.883 -0.750  0.29
H -0.463 -1.321 0.742  0.33
H 1.132 0.364 0.312  0.22
H -1.124 3.502 -0.510  0.37

Charge: +1
HOMO level (alpha / beta): -0.5140 / -0.5139 Ha
Relative energy (zero: lowest compared OMol25 entry of this formula, charge and spin): 78.5 kcal/mol
E_LUMO (alpha / beta): -4.71 / -8.73 eV
Multiplicity: 2
Gap between HOMO and LUMO (alpha / beta): 9.272 / 5.257 eV
Electronic energy: -15528.2858 eV
Strongest force on any atom: 4.1 eV/A

Computed, not measured: 3 unconnected molecules or ions with the total composition C3H4IN at a distorted geometry, with wB97M-V/def2-TZVPD.

Last column: Mulliken charge in e.
Element x y z (Å)
I 5.511 -0.226 0.048  -0.09
N -2.652 -2.694 -0.010  -0.16
C -1.938 0.912 0.741  -0.30
C -3.594 -2.110 0.359  -0.14
C -1.160 1.355 -0.076  -0.29
H 6.164 0.641 -1.081  0.09
H -1.756 -2.892 -0.445  0.31
H -0.315 1.925 -0.323  0.33
H -2.775 0.319 0.972  0.26

HOMO level: -0.3761 Ha
Relative energy (zero: lowest compared OMol25 entry of this formula, charge and spin): 73.0 kcal/mol
E_LUMO: 0.60 eV
Multiplicity: 1
Gap between HOMO and LUMO: 10.831 eV
Electronic energy: -12762.3539 eV
Strongest force on any atom: 1.9 eV/A

Computed, not measured: a molecular structure, C3H4IN at a distorted geometry, with wB97M-V/def2-TZVPD.

Last column: Mulliken charge in e.
Element x y z (Å)
I 2.203 0.866 -1.601  0.18
N -0.479 -1.908 -1.219  -0.37
C -1.221 0.739 0.704  -1.05
C 0.338 -1.196 -0.822  0.29
C 1.304 -0.398 -0.283  -0.60
H -1.644 0.944 -0.156  0.45
H -1.406 -0.193 1.218  0.36
H -0.723 1.539 1.388  0.27
H 1.628 -0.393 0.771  0.47

HOMO level (alpha / beta): -0.3312 / -0.3275 Ha
Relative energy (zero: lowest compared OMol25 entry of this formula, charge and spin): 80.1 kcal/mol
E_LUMO (alpha / beta): -1.58 / -0.12 eV
Multiplicity: 1
Gap between HOMO and LUMO (alpha / beta): 7.436 / 8.793 eV
Electronic energy: -12762.0467 eV
Strongest force on any atom: 7.0 eV/A